ORCA calculation (ωB97M-V/def2-TZVPD) on a cluster of 10 separate species, C45H105Cl12N7 in total in a non-equilibrium geometry.

Output
LUMO level (spin up / spin down): -2.25 / -7.13 eV
Multiplicity: 2
Net charge: +1

Bonds (Å) are listed after each position.
CARTESIAN COORDINATES (ANGSTROEM)
1 C 3.964 4.076 2.711  C2 1.512, H8 1.090, H9 1.090, H10 1.090
2 C 5.186 4.080 3.601  C1 1.512, N3 1.481, H11 1.090, H12 1.090
3 N 5.478 5.396 4.216  C2 1.481, C4 1.476, C6 1.460
4 C 6.845 5.500 4.764  N3 1.476, C5 1.527, H13 1.090, H14 1.090
5 C 7.406 6.904 4.977  C4 1.527, H15 1.090, H16 1.090, H17 1.090
6 C 4.449 5.918 5.111  N3 1.460, C7 1.505, H18 1.090, H19 1.090
7 C 4.145 4.940 6.214  C6 1.505, H20 1.090, H21 1.090, H22 1.090
8 H 3.036 4.334 3.221  C1 1.090
9 H 3.891 3.162 2.123  C1 1.090
10 H 4.154 4.828 1.945  C1 1.090
11 H 4.941 3.383 4.402  C2 1.090
12 H 5.992 3.520 3.128  C2 1.090
13 H 7.201 4.924 5.619  C4 1.090
14 H 7.459 5.244 3.901  C4 1.090
15 H 6.930 7.397 5.824  C5 1.090
16 H 8.438 6.698 5.261  C5 1.090
17 H 7.318 7.644 4.182  C5 1.090
18 H 3.459 6.172 4.733  C6 1.090
19 H 4.840 6.831 5.561  C6 1.090
20 H 5.020 4.432 6.619  C7 1.090
21 H 3.384 4.199 5.968  C7 1.090
22 H 3.847 5.490 7.106  C7 1.090
23 C 5.476 -0.522 1.107  C24 1.570, H30 1.090, H31 1.090, H32 1.090
24 C 4.101 -0.461 1.862  C23 1.570, N25 1.480, H33 1.090, H34 1.090
25 N 4.256 -0.691 3.316  C24 1.480, C26 1.469, C28 1.516
26 C 4.698 -2.064 3.595  N25 1.469, C27 1.556, H35 1.090, H36 1.090
27 C 4.736 -2.498 5.089  C26 1.556, H37 1.090, H38 1.090, H39 1.090
28 C 2.912 -0.440 3.970  N25 1.516, C29 1.574, H40 1.090, H41 1.090
29 C 1.807 -1.536 3.738  C28 1.574, H42 1.090, H43 1.090, H44 1.090
30 H 5.436 0.298 0.390  C23 1.090
31 H 5.505 -1.332 0.379  C23 1.090
32 H 6.410 -0.482 1.667  C23 1.090
33 H 3.721 0.539 1.653  C24 1.090
34 H 3.504 -1.236 1.382  C24 1.090
35 H 4.083 -2.767 3.034  C26 1.090
36 H 5.718 -2.050 3.211  C26 1.090
37 H 3.823 -2.159 5.579  C27 1.090
38 H 4.934 -3.560 5.233  C27 1.090
39 H 5.626 -2.022 5.499  C27 1.090
40 H 2.527 0.579 3.913  C28 1.090
41 H 3.082 -0.370 5.044  C28 1.090
42 H 0.933 -1.383 4.370  C29 1.090
43 H 2.171 -2.558 3.849  C29 1.090
44 H 1.330 -1.404 2.767  C29 1.090
45 C -0.717 -0.912 -0.386  C46 1.531, H52 1.090, H53 1.090, H54 1.090
46 C 0.292 -0.014 -1.107  C45 1.531, N47 1.473, H55 1.090, H56 1.090
47 N 0.020 1.431 -1.030  C46 1.473, C48 1.464, C50 1.504
48 C -0.176 1.928 0.333  N47 1.464, C49 1.554, H57 1.090, H58 1.090
49 C 0.987 1.813 1.358  C48 1.554, H59 1.090, H60 1.090, H61 1.090
50 C 0.987 2.153 -1.928  N47 1.504, C51 1.557, H62 1.090, H63 1.090
51 C 0.531 3.620 -2.178  C50 1.557, H64 1.090, H65 1.090, H66 1.090
52 H -1.720 -0.618 -0.697  C45 1.090
53 H -0.696 -0.705 0.684  C45 1.090
54 H -0.702 -1.966 -0.661  C45 1.090
55 H 1.306 -0.234 -0.772  C46 1.090
56 H 0.212 -0.283 -2.160  C46 1.090
57 H -0.327 2.999 0.201  C48 1.090
58 H -1.088 1.525 0.772  C48 1.090
59 H 0.624 2.377 2.218  C49 1.090
60 H 1.133 0.794 1.714  C49 1.090
61 H 1.933 2.197 0.978  C49 1.090
62 H 0.958 1.608 -2.872  C50 1.090
63 H 1.992 2.013 -1.529  C50 1.090
64 H 0.636 4.122 -1.216  C51 1.090
65 H -0.469 3.667 -2.609  C51 1.090
66 H 1.201 4.075 -2.907  C51 1.090
67 C -5.755 2.150 -3.825  C68 1.492, H74 1.090, H75 1.090, H76 1.090
68 C -5.064 1.289 -2.823  C67 1.492, N69 1.457, H77 1.090, H78 1.090
69 N -5.063 1.841 -1.474  C68 1.457, C70 1.440, C72 1.481
70 C -5.071 0.734 -0.554  N69 1.440, C71 1.503, H79 1.090, H80 1.090
71 C -6.425 0.084 -0.502  C70 1.503, H81 1.090, H82 1.090, H83 1.090
72 C -3.804 2.591 -1.257  N69 1.481, C73 1.487, H84 1.090, H85 1.090
73 C -3.673 3.834 -2.064  C72 1.487, H86 1.090, H87 1.090, H88 1.090
74 H -6.803 2.079 -3.532  C67 1.090
75 H -5.506 1.857 -4.845  C67 1.090
76 H -5.497 3.209 -3.845  C67 1.090
77 H -5.512 0.315 -3.021  C68 1.090
78 H -4.035 1.134 -3.148  C68 1.090
79 H -4.840 1.201 0.404  C70 1.090
80 H -4.162 0.151 -0.699  C70 1.090
81 H -6.977 -0.242 -1.383  C71 1.090
82 H -7.192 0.722 -0.064  C71 1.090
83 H -6.325 -0.682 0.267  C71 1.090
84 H -3.697 2.896 -0.216  C72 1.090
85 H -2.890 2.002 -1.337  C72 1.090
86 H -3.537 3.562 -3.111  C73 1.090
87 H -4.629 4.356 -2.030  C73 1.090
88 H -2.870 4.460 -1.676  C73 1.090
89 C -3.465 -3.211 -1.649  C90 1.517, H96 1.090, H97 1.090, H98 1.090
90 C -4.859 -2.788 -1.224  C89 1.517, N91 1.471, H99 1.090, H100 1.090
91 N -5.915 -3.805 -1.333  C90 1.471, C92 1.485, C94 1.412
92 C -6.124 -4.272 -2.728  N91 1.485, C93 1.545, H101 1.090, H102 1.090
93 C -6.398 -3.145 -3.748  C92 1.545, H103 1.090, H104 1.090, H105 1.090
94 C -7.170 -3.446 -0.795  N91 1.412, C95 1.556, H106 1.090, H107 1.090
95 C -7.998 -4.711 -0.430  C94 1.556, H108 1.090, H109 1.090, H110 1.090
96 H -3.339 -3.515 -2.689  C89 1.090
97 H -3.100 -3.970 -0.957  C89 1.090
98 H -2.858 -2.320 -1.489  C89 1.090
99 H -4.821 -2.504 -0.172  C90 1.090
100 H -5.143 -1.924 -1.825  C90 1.090
101 H -5.253 -4.883 -2.965  C92 1.090
102 H -6.906 -5.025 -2.823  C92 1.090
103 H -6.997 -2.323 -3.355  C93 1.090
104 H -5.456 -2.743 -4.120  C93 1.090
105 H -6.904 -3.489 -4.650  C93 1.090
106 H -7.688 -2.701 -1.399  C94 1.090
107 H -6.985 -2.959 0.163  C94 1.090
108 H -7.446 -5.276 0.322  C95 1.090
109 H -8.156 -5.449 -1.216  C95 1.090
110 H -8.872 -4.475 0.176  C95 1.090
111 C -2.588 0.547 -7.055  C112 1.535, H118 1.090, H119 1.090, H120 1.090
112 C -1.701 -0.678 -6.796  C111 1.535, N113 1.430, H121 1.090, H122 1.090
113 N -2.267 -1.870 -6.243  C112 1.430, C114 1.470, C116 1.427
114 C -3.516 -2.260 -6.913  N113 1.470, C115 1.503, H123 1.090, H124 1.090
115 C -3.656 -3.753 -6.798  C114 1.503, H125 1.090, H126 1.090, H127 1.090
116 C -2.353 -1.752 -4.824  N113 1.427, C117 1.532, H128 1.090, H129 1.090
117 C -0.994 -1.696 -4.119  C116 1.532, H130 1.090, H131 1.090, H132 1.090
118 H -3.309 0.810 -6.281  C111 1.090
119 H -3.224 0.239 -7.885  C111 1.090
120 H -1.879 1.369 -7.156  C111 1.090
121 H -1.284 -0.898 -7.779  C112 1.090
122 H -0.763 -0.286 -6.403  C112 1.090
123 H -4.445 -1.742 -6.678  C114 1.090
124 H -3.490 -2.041 -7.981  C114 1.090
125 H -3.019 -4.268 -7.517  C115 1.090
126 H -3.437 -4.044 -5.771  C115 1.090
127 H -4.683 -4.072 -6.974  C115 1.090
128 H -3.007 -2.478 -4.341  C116 1.090
129 H -2.880 -0.839 -4.548  C116 1.090
130 H -0.251 -2.295 -4.645  C117 1.090
131 H -1.080 -2.009 -3.078  C117 1.090
132 H -0.577 -0.690 -4.169  C117 1.090
133 C 2.326 -3.444 -0.647  C134 1.545, H140 1.090, H141 1.090, H142 1.090
134 C 1.904 -4.656 0.213  C133 1.545, N135 1.477, H143 1.090, H144 1.090
135 N 2.595 -4.825 1.508  C134 1.477, C136 1.465, C138 1.462
136 C 3.997 -5.108 1.192  N135 1.465, C137 1.564, H145 1.090, H146 1.090
137 C 4.947 -5.576 2.343  C136 1.564, H147 1.090, H148 1.090, H149 1.090
138 C 2.050 -5.844 2.403  N135 1.462, C139 1.550, H150 1.090, H151 1.090
139 C 1.927 -7.225 1.711  C138 1.550, H152 1.090, H153 1.090, H154 1.090
140 H 2.386 -2.560 -0.012  C133 1.090
141 H 1.642 -3.234 -1.469  C133 1.090
142 H 3.288 -3.671 -1.107  C133 1.090
143 H 0.858 -4.420 0.406  C134 1.090
144 H 1.945 -5.515 -0.457  C134 1.090
145 H 4.006 -5.902 0.446  C136 1.090
146 H 4.441 -4.240 0.705  C136 1.090
147 H 6.017 -5.402 2.228  C137 1.090
148 H 4.495 -4.990 3.143  C137 1.090
149 H 4.967 -6.659 2.471  C137 1.090
150 H 1.057 -5.623 2.792  C138 1.090
151 H 2.604 -6.011 3.327  C138 1.090
152 H 2.866 -7.727 1.480  C139 1.090
153 H 1.237 -7.139 0.872  C139 1.090
154 H 1.535 -8.037 2.324  C139 1.090
155 C 4.592 4.009 -2.231  Cl156 1.779, Cl157 1.843, Cl158 1.788, Cl159 1.755
156 Cl 3.565 5.147 -1.326  C155 1.779
157 Cl 4.961 2.660 -1.030  C155 1.843
158 Cl 3.755 3.159 -3.563  C155 1.788
159 Cl 6.087 4.789 -2.718  C155 1.755
160 C -0.843 3.710 6.205  Cl161 1.788, Cl162 1.770, Cl163 1.821, Cl164 1.781
161 Cl 0.209 3.641 4.761  C160 1.788
162 Cl -0.058 4.418 7.625  C160 1.770
163 Cl -2.278 4.744 5.775  C160 1.821
164 Cl -1.452 2.054 6.449  C160 1.781
165 C 0.599 7.024 1.977  Cl166 1.734, Cl167 1.804, Cl168 1.755, Cl169 1.794
166 Cl 2.300 7.313 2.145  C165 1.734
167 Cl -0.235 8.381 1.129  C165 1.804
168 Cl 0.386 5.628 0.934  C165 1.755
169 Cl -0.185 6.684 3.554  C165 1.794